Record 1
This record from the Open Molecules 2025 dataset describes 3 unconnected molecules or ions with the total composition C20H31N6O at a distorted geometry. The level of theory is ωB97M-V/def2-TZVPD.

Output
Orbital gap in hartree: 0.292
Relative energy (zero: lowest compared OMol25 entry of this formula, charge and spin) in kJ/mol: 63.77
LUMO in eV: -2.5
Spin multiplicity: 1
Highest occupied orbital energy in eV: -10.49
Net charge: +1

Geometry (Å):
N: 3.0177 -2.2285 1.6525
C: 1.5416 -2.2398 1.4742
N: 1.0969 -1.1465 0.5519
C: 1.4580 0.1707 1.1720
C: 0.2490 1.1793 1.3356
N: -1.0144 0.5749 1.7640
C: -1.2254 -0.8092 1.3063
C: -2.7621 -0.9542 1.0067
C: -3.5733 -1.2761 2.1095
C: -4.9864 -1.4443 1.9250
C: -5.3873 -1.2534 0.5659
C: -4.4250 -0.8964 -0.4012
N: -3.0919 -0.7233 -0.2796
C: -0.3340 -1.2517 0.1080
C: -0.7179 -2.6020 -0.5716
C: -1.2695 -3.7406 0.3517
O: -2.3512 -4.4036 -0.3236
H: 3.3792 -3.0269 1.1251
H: 3.1830 -2.4990 2.6256
H: 1.1259 -1.9943 2.4773
H: 1.2678 -3.2612 1.1470
H: 1.6784 -1.2288 -0.2947
H: 1.9350 0.0777 2.1724
H: 2.2224 0.6838 0.5428
H: 0.1418 1.7736 0.4006
H: 0.5522 1.9017 2.1303
H: -1.1824 0.6886 2.7581
H: -1.0080 -1.5161 2.1552
H: -3.1316 -1.4016 3.1131
H: -5.6464 -1.6917 2.7684
H: -6.4422 -1.3820 0.2749
H: -4.8132 -0.7278 -1.4296
H: -0.4557 -0.4666 -0.6816
H: -1.4240 -2.3587 -1.3971
H: 0.2092 -2.9964 -1.0659
H: -1.5797 -3.4389 1.3685
H: -0.4748 -4.5255 0.4554
H: -2.1825 -4.3687 -1.2787
N: 3.7479 3.4948 1.3453
C: 3.9534 3.7021 0.0057
C: 3.2787 4.8394 -0.3532
C: 2.6452 5.3414 0.8133
C: 2.9554 4.4936 1.8438
H: 4.1213 2.7299 1.8787
H: 4.5590 3.0232 -0.5728
H: 3.2438 5.2651 -1.3432
H: 2.0320 6.2250 0.8877
H: 2.6806 4.5130 2.8860
N: 0.7499 1.1179 -5.1052
C: -0.5224 0.7390 -4.7706
C: -0.6582 0.8732 -3.4140
C: 0.5780 1.3566 -2.9122
C: 1.4262 1.5000 -3.9803
H: 1.1288 1.1163 -6.0363
H: -1.2173 0.4072 -5.5243
H: -1.5479 0.6507 -2.8438
H: 0.8189 1.5766 -1.8826
H: 2.4477 1.8388 -4.0363

---

Record 2
This record from the Open Molecules 2025 dataset describes 2 unconnected molecules or ions with the total composition C4H12. The level of theory is ωB97M-V/def2-TZVPD.

Output
Orbital gap (alpha / beta) in hartree: 0.446 / 0.147
Relative energy (zero: lowest compared OMol25 entry of this formula, charge and spin) in kJ/mol: 34.65
LUMO (alpha / beta) in eV: -3.4 / -11.3
Spin multiplicity: 2
Highest occupied orbital energy (alpha / beta) in eV: -15.51 / -15.32
Net charge: +1

Geometry (Å):
C: 0.1129 -0.9317 1.9228
C: -0.8179 0.1757 1.7875
H: 0.8232 -0.7187 2.7308
H: -0.2664 -1.9464 2.2112
H: 0.5114 -1.1613 0.8958
H: -1.3709 0.2379 0.8491
H: -0.3588 1.1454 2.1051
H: -1.5303 0.0857 2.6825
C: -0.1697 -0.1400 -1.9717
C: 0.9108 0.9123 -1.7649
H: -1.1387 0.3257 -2.1553
H: 0.1209 -0.7403 -2.8331
H: -0.1633 -0.7978 -1.0904
H: 0.6892 1.6472 -0.9739
H: 1.8959 0.4963 -1.5873
H: 0.9885 1.5132 -2.6790

---

Record 3
This record from the Open Molecules 2025 dataset describes 2 unconnected molecules or ions with the total composition C15H27BNS2 at a distorted geometry. The level of theory is ωB97M-V/def2-TZVPD.

Output
Orbital gap in hartree: 0.248
Relative energy (zero: lowest compared OMol25 entry of this formula, charge and spin) in kJ/mol: 0.00
LUMO in eV: -3.6
Spin multiplicity: 1
Highest occupied orbital energy in eV: -10.32
Net charge: +1

Geometry (Å):
C: 2.6228 1.8850 -0.6497
C: 1.2998 1.2194 -0.9754
N: 0.0818 1.8670 -0.3669
C: 0.0198 3.3165 -0.6455
C: 0.0131 3.7962 -1.9380
C: -0.0289 5.1926 -2.1123
C: -0.0494 6.0380 -1.0025
C: -0.0644 5.5001 0.2943
C: -0.0362 4.1186 0.4711
C: -1.1510 1.1982 -0.9549
C: -2.4474 1.7708 -0.4040
C: -1.0838 -0.2912 -0.7015
B: 0.1285 1.9380 1.2383
H: 0.1646 -3.0170 0.5492
H: 3.3808 1.3649 -1.2496
H: 2.6657 2.9460 -0.9130
H: 2.9001 1.7495 0.4009
H: 1.1225 1.1908 -2.0591
H: 1.3255 0.1901 -0.6062
H: 0.0514 3.1145 -2.7915
H: -0.0381 5.5908 -3.1259
H: -0.0645 7.1203 -1.1466
H: -0.0918 6.1368 1.1748
H: -0.0471 3.6148 1.4769
H: -1.0881 1.3949 -2.0336
H: -3.2807 1.2701 -0.9250
H: -2.5605 1.5445 0.6642
H: -2.5534 2.8500 -0.5623
H: -1.9828 -0.7700 -1.1088
H: -0.2204 -0.7695 -1.1738
H: -1.0631 -0.4894 0.3787
H: 1.2379 1.8933 1.6608
H: -0.8478 1.4816 1.7367
C: 0.1177 -6.7723 0.7646
C: -1.1249 -6.2233 1.4496
S: -1.4828 -4.4795 1.1950
C: 0.1666 -3.7620 1.3352
S: 1.7695 -4.5381 1.0930
C: 1.3683 -6.2510 1.4579
H: 0.1026 -7.8608 0.8543
H: 0.1173 -6.5003 -0.2942
H: -2.0169 -6.7224 1.0436
H: -1.0621 -6.4075 2.5326
H: 0.2181 -3.2645 2.3269
H: 1.2679 -6.3615 2.5473
H: 2.2437 -6.8127 1.0943

---

Record 4
This record from the Open Molecules 2025 dataset describes a single C4H7NO molecule at a distorted geometry. The level of theory is ωB97M-V/def2-TZVPD.

Output
Orbital gap in hartree: 0.337
Relative energy (zero: lowest compared OMol25 entry of this formula, charge and spin) in kJ/mol: 270.48
LUMO in eV: 0.8
Spin multiplicity: 1
Highest occupied orbital energy in eV: -8.33

Geometry (Å):
N: -0.2748 -0.9664 1.5548
C: -0.3267 0.1651 0.7084
C: -1.1858 0.0431 -0.8976
C: 0.1173 0.5356 -1.3726
C: 0.8074 0.3832 -0.2131
O: 2.0956 0.2675 0.1025
H: -0.6101 -0.8318 2.4999
H: 0.6194 -1.4434 1.5739
H: -0.7923 1.0461 1.1413
H: -1.3744 -1.0259 -0.9831
H: -2.0817 0.6413 -1.0812
H: 0.3961 0.9878 -2.3189
H: 2.6100 0.1977 -0.7142

---

Record 5
This record from the Open Molecules 2025 dataset describes a molecular structure, C18H42 at a distorted geometry. The level of theory is ωB97M-V/def2-TZVPD.

Output
Orbital gap in hartree: 0.396
Relative energy (zero: lowest compared OMol25 entry of this formula, charge and spin) in kJ/mol: 674.41
LUMO in eV: 0.9
Spin multiplicity: 1
Highest occupied orbital energy in eV: -9.86

Geometry (Å):
C: 138.4520 55.6150 36.6440
C: 138.2770 57.1170 36.1480
C: 138.4710 57.0410 34.5120
C: 140.0020 57.3560 34.1700
C: 140.2550 57.3150 32.6570
C: 141.6650 57.6980 32.1500
H: 138.4080 55.6260 37.7920
H: 139.3430 55.1360 36.0380
H: 137.3790 55.2370 36.3670
H: 138.8890 57.7900 36.4240
H: 137.3060 57.4940 36.3420
H: 137.8480 58.0330 34.2950
H: 138.1320 56.1080 34.1890
H: 140.6550 56.5080 34.6400
H: 140.4210 58.2380 34.5180
H: 139.3650 57.7160 32.1960
H: 140.3080 56.2610 32.3640
H: 141.9110 58.9060 32.3710
H: 141.7290 57.5420 31.1150
H: 142.2510 57.4010 32.9450
C: 136.3300 57.5650 29.1110
C: 135.1180 57.4190 30.1670
C: 135.7000 56.9650 31.5270
C: 134.4900 56.6500 32.5280
C: 134.9520 56.1240 33.9270
C: 133.7730 55.7780 34.8350
H: 136.9490 56.6750 29.0850
H: 137.0730 58.1830 29.7310
H: 136.0710 58.0050 28.3100
H: 134.5580 56.7150 29.8550
H: 134.5460 58.3250 30.2940
H: 136.3810 57.8130 32.0090
H: 136.3080 56.0880 31.4320
H: 133.9090 55.8930 32.0900
H: 133.7080 57.3610 32.5880
H: 135.5180 56.8350 34.4520
H: 135.4320 55.2650 33.8080
H: 132.9960 55.1940 34.3660
H: 133.3730 56.8890 34.8570
H: 134.3150 55.3700 35.6680
C: 135.7690 63.4630 28.4640
C: 136.4410 63.1250 29.8460
C: 135.7890 61.8660 30.4710
C: 136.4560 61.6770 31.8130
C: 137.7600 61.0290 31.7540
C: 138.4410 61.1650 33.1620
H: 136.2560 64.5000 28.2110
H: 134.5560 63.5360 28.4520
H: 135.8260 62.6020 27.8160
H: 136.2690 64.1760 30.3370
H: 137.5710 62.9530 29.7870
H: 135.9430 60.7660 29.8500
H: 134.6740 62.0970 30.3310
H: 135.7000 60.9700 32.4140
H: 136.3830 62.6060 32.3950
H: 138.4000 61.2880 30.9070
H: 137.8360 60.0770 31.3280
H: 138.6640 62.4370 33.4200
H: 139.3950 60.6460 33.0890
H: 137.9010 60.3310 34.0600

---

Record 6
This record from the Open Molecules 2025 dataset describes a single C23H31N3O7S molecule at a distorted geometry. The level of theory is ωB97M-V/def2-TZVPD.

Output
Orbital gap in hartree: 0.315
Relative energy (zero: lowest compared OMol25 entry of this formula, charge and spin) in kJ/mol: 484.48
LUMO in eV: 0.6
Spin multiplicity: 1
Highest occupied orbital energy in eV: -7.97

Geometry (Å):
C: -7.9674 -1.4351 0.6954
O: -6.7091 -0.8360 0.5145
C: -6.6408 0.5312 0.4209
C: -7.7492 1.3605 0.4497
C: -7.6068 2.7392 0.3865
C: -6.3492 3.2949 0.2878
C: -5.2342 2.4740 0.2413
C: -5.3480 1.0900 0.3046
N: -4.2343 0.2427 0.3325
C: -4.1149 -0.7513 -0.7183
C: -3.1972 -1.8805 -0.2502
N: -1.9083 -1.3778 0.1856
S: -0.8121 -1.1036 -1.0530
O: 0.0954 -0.0675 -0.6283
O: -1.4562 -0.9306 -2.3235
C: 0.0604 -2.6991 -1.0786
C: 0.7322 -2.9531 0.2645
N: 1.7581 -1.9781 0.5286
C: 3.0675 -2.2358 0.2532
O: 3.4844 -3.3610 0.0616
C: 3.9360 -1.0253 0.2564
C: 3.4684 0.1930 -0.2317
C: 4.3011 1.2996 -0.2377
O: 3.9002 2.5319 -0.6668
C: 2.5778 2.6888 -1.1280
C: 5.6303 1.2048 0.2290
O: 6.4505 2.3150 0.2652
C: 6.6845 2.9793 -0.9620
C: 6.0938 -0.0269 0.7109
O: 7.3238 -0.2991 1.2162
C: 8.3673 0.6499 1.1968
C: 5.2351 -1.1287 0.7108
C: -2.0431 -0.3245 1.1708
C: -2.9442 0.8045 0.6653
H: -7.7736 -2.5041 0.7756
H: -8.6301 -1.2532 -0.1574
H: -8.4527 -1.0872 1.6129
H: -8.7402 0.9443 0.5374
H: -8.4846 3.3660 0.4185
H: -6.2268 4.3661 0.2365
H: -4.2589 2.9232 0.1410
H: -5.0990 -1.1545 -0.9469
H: -3.6826 -0.3082 -1.6291
H: -3.0261 -2.5810 -1.0671
H: -3.6527 -2.4041 0.5950
H: -0.6919 -3.4461 -1.3097
H: 0.7877 -2.6451 -1.8851
H: -0.0216 -2.9178 1.0564
H: 1.2229 -3.9319 0.2616
H: 1.4467 -1.0175 0.5330
H: 2.4667 0.2749 -0.6204
H: 2.3901 2.0926 -2.0259
H: 1.8447 2.4198 -0.3627
H: 2.4802 3.7465 -1.3690
H: 5.7989 3.5122 -1.3110
H: 7.4839 3.6909 -0.7589
H: 7.0103 2.2748 -1.7350
H: 9.2121 0.1460 1.6671
H: 8.1111 1.5470 1.7627
H: 8.6398 0.9300 0.1760
H: 5.6094 -2.0718 1.0737
H: -1.0453 0.0561 1.3858
H: -2.4722 -0.7676 2.0739
H: -3.0661 1.5466 1.4560
H: -2.4528 1.2714 -0.2057

---

Among the records above, which one has the highest relative energy (zero: lowest compared OMol25 entry of this formula, charge and spin)? C18H42